(1)
This record from the Open Molecules 2025 dataset describes a structure of composition C3H10AlClN. The level of theory is ωB97M-V/def2-TZVPD.

```
! RIJCOSX wB97M-V def2-TZVPD def2/J DEFGRID3
* xyz -1 1
Cl 0.94 2.08 1.31
Al -1.78 0.52 0.27
N -1.82 -1.35 0.25
C 0.11 1.27 -0.13
C 1.10 0.29 -0.75
C 1.61 -0.79 0.20
H -1.57 -1.82 -0.61
H -2.67 1.04 -1.00
H 0.57 -0.19 -1.58
H 1.95 0.82 -1.20
H -2.30 1.05 1.71
H -1.34 -1.83 1.00
H 0.83 -1.07 0.91
H 0.00 2.11 -0.81
H 1.92 -1.69 -0.34
H 2.47 -0.44 0.78
*
```

Properties
Electronic energy in eV: -23884.765
Kohn-Sham gap in eV: 7.95
HOMO energy in eV: -4.25
Max |F| in Eh/bohr: 0.0019

Here are the Löwdin charges for atoms 1 to 8, given in e: number 1, Cl, carries 0.3850; number 2, Al, carries 0.0769; number 3, N, carries -0.1445; number 4, C, carries -0.7671; number 5, C, carries -0.3965; number 6, C, carries -0.1627; number 7, H, carries -0.0429; number 8, H, carries -0.1200



(2)
This record from the Open Molecules 2025 dataset describes a cluster of 2 separate species, C4H12 in total at a distorted geometry. The level of theory is ωB97M-V/def2-TZVPD.

```
! RIJCOSX wB97M-V def2-TZVPD def2/J DEFGRID3
* xyz 0 1
C -1.68 -1.02 -1.69
C -2.26 -0.23 -0.59
C 2.69 0.64 0.83
C 1.29 0.67 1.39
H -0.61 -0.88 -1.77
H 1.47 0.40 2.49
H -3.13 0.26 -0.76
H 0.59 0.09 0.68
H 2.73 1.00 -0.18
H -1.83 -2.20 -1.41
H 3.10 1.37 1.53
H -1.51 0.32 0.05
H -2.20 -0.92 -2.66
H 3.23 -0.36 1.01
H -2.69 -0.96 0.29
H 0.63 1.54 1.11
*
```

Properties
Electronic energy in eV: -4340.494
SMILES: CC.CC
Kohn-Sham gap in eV: 11.69
Energy relative to the best compared isomer or geometry (same formula, charge and spin) in eV: 2.034
HOMO energy in eV: -10.65
Max |F| in Eh/bohr: 0.1174

Here are the Löwdin charges for atoms 1 to 8, given in e: number 1, C, carries -0.2024; number 2, C, carries -0.2100; number 3, C, carries -0.1993; number 4, C, carries -0.2130; number 5, H, carries 0.0445; number 6, H, carries 0.0971; number 7, H, carries 0.0107; number 8, H, carries 0.0524



(3)
This record from the Open Molecules 2025 dataset describes the molecule C4H7NS at a distorted geometry. The level of theory is ωB97M-V/def2-TZVPD.

```
! RIJCOSX wB97M-V def2-TZVPD def2/J DEFGRID3
* xyz 0 1
S -2.05 2.12 1.62
N -1.49 0.75 0.83
C 0.30 -0.41 -0.35
C -0.32 0.80 0.34
C 1.78 -0.25 -0.69
C -0.36 -1.52 -0.60
H 0.33 1.65 0.29
H 2.30 -0.35 0.25
H 0.01 -2.45 -1.00
H -1.42 -1.61 -0.31
H 1.90 0.75 -1.11
H -3.09 1.55 2.13
H 2.10 -1.02 -1.39
*
```

Properties
Electronic energy in eV: -16585.219
SMILES: C=C(C)/C=N/S
Kohn-Sham gap in eV: 9.21
Energy relative to the best compared isomer or geometry (same formula, charge and spin) in eV: 1.713
HOMO energy in eV: -8.63
Max |F| in Eh/bohr: 0.0437

Here are the Löwdin charges for atoms 1 to 8, given in e: number 1, S, carries 0.7445; number 2, N, carries -0.3801; number 3, C, carries -0.3367; number 4, C, carries -0.2628; number 5, C, carries -0.0673; number 6, C, carries 0.0385; number 7, H, carries 0.0950; number 8, H, carries 0.0788



(4)
This record from the Open Molecules 2025 dataset describes a cluster of 2 separate species, C14H17IN4O7S in total at a distorted geometry. The level of theory is ωB97M-V/def2-TZVPD.

```
! RIJCOSX wB97M-V def2-TZVPD def2/J DEFGRID3
* xyz -2 1
I 1.17 0.69 -1.64
S -3.19 -0.51 -5.19
O -2.88 -1.87 -5.65
O -3.55 -0.53 -3.76
O 2.24 2.62 1.84
O 2.83 -1.26 -0.07
O -4.32 0.03 -5.98
O 3.25 -3.42 2.39
O -2.01 0.36 -5.38
N -0.94 -2.46 -3.22
N 2.38 -3.47 -3.09
N -0.13 2.84 1.32
N 5.08 -1.48 -1.68
C -0.62 -0.96 0.40
C 2.91 -3.95 1.19
C -1.33 1.97 1.61
C -2.00 -0.17 0.00
C -0.45 4.32 1.31
C -0.36 -1.99 -2.14
C 0.98 2.66 2.34
C -1.96 1.45 0.19
C 1.47 -3.36 0.57
C 1.71 -2.15 -0.50
C 4.03 -1.52 -0.93
C 0.80 2.54 3.97
C 0.38 -1.26 -0.86
C 2.17 -2.88 -1.93
H 0.36 4.84 2.01
H -0.96 -2.01 0.85
H -1.47 1.98 -0.76
H 1.62 1.82 4.40
H 3.54 -4.79 0.65
H 0.02 -0.44 1.24
H -0.34 4.84 0.26
H 0.99 3.59 4.50
H -2.86 -0.59 0.72
H -1.00 1.13 2.35
H -2.19 2.58 2.19
H -2.39 -0.38 -1.09
H -3.10 1.82 0.18
H 1.03 -4.28 -0.06
H -1.49 4.61 1.75
H -0.26 2.13 4.25
H 0.82 -3.09 1.50
*
```

Properties
Electronic energy in eV: -54006.988
Kohn-Sham gap in eV: 2.09
HOMO energy in eV: 0.72
Max |F| in Eh/bohr: 0.2449

Here are the Löwdin charges for atoms 1 to 8, given in e: number 1, I, carries 1.0053; number 2, S, carries 0.0650; number 3, O, carries -0.5069; number 4, O, carries -0.5170; number 5, O, carries -0.0649; number 6, O, carries -0.1672; number 7, O, carries -0.5043; number 8, O, carries -0.0967



(5)
This record from the Open Molecules 2025 dataset describes the molecule C2H2F2S at a distorted geometry. The level of theory is ωB97M-V/def2-TZVPD.

```
! RIJCOSX wB97M-V def2-TZVPD def2/J DEFGRID3
* xyz 0 1
S -1.36 -0.61 -0.97
F -0.56 -2.30 0.84
F -1.86 1.28 0.85
C -0.64 -0.98 0.56
C -1.85 0.91 -0.48
H -1.98 1.78 -1.18
H -1.11 -0.31 1.30
*
```

Properties
Electronic energy in eV: -18372.464
Kohn-Sham gap (alpha / beta) in eV: 8.42 / 7.87
Energy relative to the best compared isomer or geometry (same formula, charge and spin) in eV: 3.325
HOMO energy (alpha / beta) in eV: -8.38 / -8.00
Max |F| in Eh/bohr: 0.0546

Löwdin atomic charges, in units of e: number 1, S, carries 1.0067; number 2, F, carries -0.0873; number 3, F, carries -0.0955; number 4, C, carries -0.4358; number 5, C, carries -0.5319; number 6, H, carries 0.0858; number 7, H, carries 0.0581



(6)
This record from the Open Molecules 2025 dataset describes a structure of composition C11H17BCuN6O at a distorted geometry. The level of theory is ωB97M-V/def2-TZVPD.

```
! RIJCOSX wB97M-V def2-TZVPD def2/J DEFGRID3
* xyz 2 2
Cu 0.00 0.00 0.00
O 0.00 0.00 2.00
N 1.49 -0.70 -1.39
N 0.08 1.75 -2.35
N -1.69 -0.83 -2.23
N 1.39 -0.39 -2.70
N -1.08 -0.33 -3.33
N -0.09 1.72 -1.00
C -0.23 -1.59 0.64
C 3.21 -1.67 -2.48
C -2.96 -1.26 -4.07
C -1.82 -0.58 -4.45
C -2.83 -1.40 -2.67
C 0.00 0.00 3.42
C 2.58 -1.47 -1.24
C -0.01 3.04 -2.77
C -0.24 3.86 -1.66
C -0.28 2.98 -0.57
C 2.42 -0.96 -3.39
B 0.23 0.47 -3.26
H 2.51 -0.81 -4.46
H 0.57 -2.34 0.53
H -0.82 -1.55 -0.29
H -1.05 -0.06 3.79
H -0.88 -1.79 1.50
H -1.47 -0.25 -5.43
H 0.09 3.27 -3.83
H -0.43 3.18 0.49
H 0.40 -0.61 1.27
H 0.47 0.94 3.78
H 2.86 -1.83 -0.25
H 4.11 -2.23 -2.70
H -0.36 4.94 -1.65
H 0.52 0.87 -4.37
H -3.77 -1.62 -4.71
H 0.60 -0.88 3.79
H -3.50 -1.88 -1.96
*
```

Properties
Electronic energy in eV: -67964.121
Kohn-Sham gap (alpha / beta) in eV: 6.07 / 4.61
HOMO energy (alpha / beta) in eV: -15.63 / -15.62
Max |F| in Eh/bohr: 0.1582

Here are the Löwdin charges for atoms 1 to 8, given in e: number 1, Cu, carries 0.6752; number 2, O, carries -0.1965; number 3, N, carries 0.0129; number 4, N, carries -0.0232; number 5, N, carries 0.1225; number 6, N, carries -0.0209; number 7, N, carries 0.0345; number 8, N, carries -0.0447



(7)
This record from the Open Molecules 2025 dataset describes the molecule C26H32N4O3S. The level of theory is ωB97M-V/def2-TZVPD.

```
! RIJCOSX wB97M-V def2-TZVPD def2/J DEFGRID3
* xyz 0 1
S -1.17 2.70 0.15
O -5.29 -1.25 -1.29
O -1.74 3.76 0.92
O -0.32 3.03 -0.96
N -0.34 1.72 1.24
N -2.16 -2.83 0.22
N 4.19 -2.46 -0.35
N 1.73 -1.41 0.77
C -4.32 -0.33 -1.05
C -5.02 -2.30 -2.19
C 3.91 -2.46 1.07
C -2.97 -1.36 1.90
C -3.64 1.54 0.29
C -3.11 -0.27 -1.74
C -4.60 0.61 -0.04
C -2.17 0.69 -1.41
C -1.73 -0.76 1.98
C 2.97 -1.34 1.53
C 2.96 -2.39 -1.09
C 5.31 -1.66 -0.81
C 4.44 1.96 -1.56
C -0.98 -2.26 0.31
C 0.67 -0.56 1.29
C 4.84 2.59 -0.40
C 5.44 1.86 0.61
C 4.62 0.60 -1.71
C 2.03 -1.25 -0.65
C -3.14 -2.39 0.99
C 0.68 0.87 0.68
C -0.69 -1.20 1.17
C 5.61 0.49 0.46
C -2.43 1.57 -0.39
C -5.92 0.55 0.66
C 5.19 -0.16 -0.69
H -1.56 0.05 2.68
H -3.79 -1.04 2.53
H 2.73 -1.49 2.59
H 2.43 -3.34 -0.93
H 3.98 2.53 -2.36
H -2.90 -0.97 -2.53
H -4.09 -2.90 0.89
H 6.08 -0.08 1.26
H -0.21 -2.70 -0.31
H -6.73 0.77 -0.05
H -4.13 -2.86 -1.89
H 3.46 -0.36 1.42
H -3.80 2.26 1.07
H 3.18 -2.29 -2.16
H 6.19 -2.00 -0.25
H -6.10 -0.45 1.05
H -1.24 0.76 -1.96
H 4.31 0.11 -2.62
H 1.68 1.30 0.80
H 4.69 3.66 -0.28
H 5.46 -1.92 -1.87
H 4.85 -2.40 1.62
H 5.77 2.35 1.52
H -0.06 2.24 2.06
H 3.43 -3.41 1.31
H -4.90 -1.93 -3.21
H -5.89 -2.95 -2.14
H 1.11 -1.29 -1.23
H 0.86 -0.44 2.37
H 2.53 -0.29 -0.85
H 0.46 0.81 -0.39
H -5.96 1.27 1.47
*
```

Properties
Electronic energy in eV: -50418.662
SMILES: COc1ccc(S(=O)(=O)NC[C@@H](c2cccnc2)N2CCN(Cc3ccccc3)CC2)cc1C
Kohn-Sham gap in eV: 8.64
Energy relative to the best compared isomer or geometry (same formula, charge and spin) in eV: 2.687
HOMO energy in eV: -8.08
Max |F| in Eh/bohr: 0.0176

Here are the Löwdin charges for atoms 1 to 8, given in e: number 1, S, carries 0.6622; number 2, O, carries -0.0814; number 3, O, carries -0.2929; number 4, O, carries -0.2877; number 5, N, carries -0.1247; number 6, N, carries 0.0724; number 7, N, carries -0.1641; number 8, N, carries -0.1205



(8)
This record from the Open Molecules 2025 dataset describes a structure of composition C18H12N3PdSe3Te at a distorted geometry. The level of theory is ωB97M-V/def2-TZVPD.

```
! RIJCOSX wB97M-V def2-TZVPD def2/J DEFGRID3
* xyz -1 1
Te -4.06 -2.45 -0.14
Pd -0.10 -0.02 0.03
Se -2.28 2.00 -1.25
Se -1.57 -2.85 -0.45
Se -4.53 2.44 0.41
N 1.94 0.03 0.20
N -1.95 -0.06 0.36
N -0.01 -0.03 2.03
C 4.23 0.06 -0.43
C 2.31 0.00 1.53
C 3.01 -0.04 4.22
C -4.20 -0.22 -0.42
C 1.25 -0.04 2.53
C 3.66 0.00 1.91
C -3.66 0.25 2.01
C -1.65 -0.04 3.97
C -1.28 -0.02 2.63
C 2.86 0.06 -0.73
C -2.33 0.06 1.67
C 4.62 0.02 0.88
C -3.99 0.26 3.36
C -3.00 0.09 4.32
C -2.81 0.14 -0.76
C 1.65 -0.05 3.86
C -4.60 0.51 0.86
C 4.01 -0.02 3.28
H 2.51 0.10 -1.74
H 0.90 -0.06 4.64
H -5.03 0.40 3.65
H 5.06 -0.02 3.57
H -5.63 0.30 1.13
H 4.95 0.07 -1.23
H -0.92 -0.15 4.76
H -3.28 0.07 5.37
H 3.27 -0.05 5.27
H -2.46 -0.42 -1.59
H -4.88 -0.03 -1.24
H 5.68 0.02 1.14
*
```

Properties
Electronic energy in eV: -230143.067
Kohn-Sham gap (alpha / beta) in eV: 4.06 / 4.06
Energy relative to the best compared isomer or geometry (same formula, charge and spin) in eV: 1.789
HOMO energy (alpha / beta) in eV: -2.98 / -2.98
Max |F| in Eh/bohr: 0.0618

Here are the Löwdin charges for atoms 1 to 8, given in e: number 1, Te, carries 0.6272; number 2, Pd, carries 0.8726; number 3, Se, carries 0.6069; number 4, Se, carries -0.2826; number 5, Se, carries 0.6572; number 6, N, carries -0.0415; number 7, N, carries -0.3710; number 8, N, carries -0.0119



(9)
This record from the Open Molecules 2025 dataset describes the molecule C2H2Cl2Si at a distorted geometry. The level of theory is ωB97M-V/def2-TZVPD.

```
! RIJCOSX wB97M-V def2-TZVPD def2/J DEFGRID3
* xyz 0 3
Cl -2.14 1.52 -0.12
Cl -2.28 -1.62 0.03
Si -0.78 -0.28 0.00
C 0.95 -0.13 0.69
C 0.86 0.08 -0.65
H 1.83 -0.08 1.36
H 1.55 0.50 -1.32
*
```

Properties
Electronic energy in eV: -35024.558
Kohn-Sham gap (alpha / beta) in eV: 5.89 / 7.15
Energy relative to the best compared isomer or geometry (same formula, charge and spin) in eV: 0.055
HOMO energy (alpha / beta) in eV: -5.89 / -10.76
Max |F| in Eh/bohr: 0.0675

Löwdin atomic charges, in units of e: number 1, Cl, carries 0.0966; number 2, Cl, carries 0.3143; number 3, Si, carries -0.0425; number 4, C, carries -0.2289; number 5, C, carries -0.2642; number 6, H, carries 0.0784; number 7, H, carries 0.0463



(10)
This record from the Open Molecules 2025 dataset describes the ion CH2NO4S with charge -1 at a distorted geometry. The level of theory is ωB97M-V/def2-TZVPD.

```
! RIJCOSX wB97M-V def2-TZVPD def2/J DEFGRID3
* xyz -1 1
S -1.68 0.56 2.76
O -0.27 0.96 2.68
O -2.23 -0.73 -1.11
O -2.04 -0.50 1.08
O -2.59 1.69 2.63
N -1.49 -0.46 -0.14
C -0.24 -0.20 -0.24
H 0.22 -0.07 -1.21
H 0.29 0.08 0.65
*
```

Properties
Electronic energy in eV: -21582.945
Kohn-Sham gap in eV: 8.27
Energy relative to the best compared isomer or geometry (same formula, charge and spin) in eV: 3.747
HOMO energy in eV: -4.42
Max |F| in Eh/bohr: 0.0285

Here are the Löwdin charges for atoms 1 to 8, given in e: number 1, S, carries 0.7730; number 2, O, carries -0.5159; number 3, O, carries -0.0856; number 4, O, carries -0.2954; number 5, O, carries -0.4912; number 6, N, carries -0.4902; number 7, C, carries 0.0054; number 8, H, carries 0.0614



(11)
This record from the Open Molecules 2025 dataset describes a cluster of 2 separate species, C33H22F4N3 in total at a distorted geometry. The level of theory is ωB97M-V/def2-TZVPD.

```
! RIJCOSX wB97M-V def2-TZVPD def2/J DEFGRID3
* xyz 1 1
F -5.18 -2.01 -2.30
F 0.57 -3.70 -3.87
F -5.54 2.69 -2.86
F 2.91 0.18 -5.26
N -0.10 0.19 2.93
N -0.70 0.61 1.76
N 1.27 0.08 1.19
C 0.05 0.45 0.65
C 3.50 -2.36 5.32
C 1.10 -0.19 2.57
C 3.63 -2.64 3.95
C 2.01 -0.89 3.47
C -4.59 -0.77 -2.42
C -3.21 -0.72 -2.53
C 1.87 -0.40 -4.57
C -3.95 2.03 0.89
C -2.50 1.23 3.16
C -1.12 0.69 -2.59
C -4.53 2.11 2.17
C 4.88 0.53 -0.87
C 0.70 -2.34 -3.89
C 3.67 0.40 -1.58
C -5.41 0.35 -2.49
C 1.88 -0.62 4.86
C -3.80 1.70 3.31
C 2.65 -1.34 5.77
C 4.89 0.52 0.52
C -2.66 1.54 0.74
C 1.83 -1.79 -4.50
C -2.55 0.54 -2.65
C -1.98 1.13 1.88
C -4.76 1.56 -2.72
C 3.68 0.40 1.22
C 0.88 0.42 -4.04
C -3.39 1.68 -2.86
C 2.49 0.20 0.52
C 2.46 0.29 -0.87
C -0.21 -0.16 -3.31
C -0.33 -1.57 -3.38
C 2.88 -1.91 3.03
H -1.87 0.95 4.00
H 3.67 0.38 -2.67
H -5.54 2.49 2.28
H -0.73 1.64 -2.21
H -4.53 2.34 0.01
H -6.49 0.28 -2.41
H 4.08 -2.94 6.04
H -1.21 -2.07 -2.98
H 5.82 0.59 1.08
H 4.30 -3.41 3.59
H -2.93 2.64 -3.11
H 5.82 0.62 -1.43
H 2.94 -2.11 1.96
H -2.65 -1.64 -2.47
H 1.18 0.15 5.18
H -4.25 1.75 4.30
H 3.66 0.48 2.31
H 2.61 -2.41 -4.92
H -2.13 1.46 -0.21
H 1.49 0.28 -1.35
H 2.58 -1.10 6.83
H 0.92 1.51 -4.17
*
```

Properties
Electronic energy in eV: -49908.098
Kohn-Sham gap in eV: 4.15
Energy relative to the best compared isomer or geometry (same formula, charge and spin) in eV: 0.642
HOMO energy in eV: -10.74
Max |F| in Eh/bohr: 0.0462

Here are the Löwdin charges for atoms 1 to 8, given in e: number 1, F, carries 0.0743; number 2, F, carries 0.0738; number 3, F, carries 0.0683; number 4, F, carries 0.0631; number 5, N, carries 0.1804; number 6, N, carries -0.0852; number 7, N, carries 0.0320; number 8, C, carries 0.0725



(12)
This record from the Open Molecules 2025 dataset describes a cluster of 2 separate species, C6H13NO in total. The level of theory is ωB97M-V/def2-TZVPD.

```
! RIJCOSX wB97M-V def2-TZVPD def2/J DEFGRID3
* xyz 0 1
O 1.29 1.30 -0.17
N -1.36 -0.71 0.70
C 1.06 -1.92 2.72
C 0.77 -1.70 1.44
C -1.39 1.39 -2.28
C -0.59 -1.95 0.87
C -0.07 1.35 -2.15
C 0.63 2.16 -1.11
H 0.53 0.76 -2.83
H -0.49 -2.48 -0.08
H -1.98 1.97 -1.58
H -1.70 -0.63 -0.25
H -0.75 0.09 0.81
H 1.54 -1.29 0.80
H 2.04 -1.72 3.13
H 1.36 2.81 -1.59
H -1.12 -2.63 1.54
H 0.32 -2.32 3.39
H 1.93 1.84 0.31
H -0.10 2.80 -0.60
H -1.91 0.88 -3.08
*
```

Properties
Electronic energy in eV: -9968.467
SMILES: C=CCN.C=CCO
Kohn-Sham gap in eV: 9.60
Energy relative to the best compared isomer or geometry (same formula, charge and spin) in eV: 2.707
HOMO energy in eV: -8.84
Max |F| in Eh/bohr: 0.0060

Here are the Löwdin charges for atoms 1 to 8, given in e: number 1, O, carries -0.0827; number 2, N, carries 0.0067; number 3, C, carries -0.0030; number 4, C, carries -0.1995; number 5, C, carries -0.0007; number 6, C, carries -0.2977; number 7, C, carries -0.1702; number 8, C, carries -0.2707